[1]
45
Properties=species:S:1:pos:R:3:forces:R:3 method="wB97M-V/def2-TZVPD" relative_energy_kcal_mol=2.7 lumo_energy_ha="-0.001 / -0.078" multiplicity=6 charge=0 e_homo_ha="-0.312 / -0.359" molar_mass_da=677.91
Ru -0.7706 0.6928 0.6725 0.0092 -0.3450 -0.4292
O -1.0247 4.2762 -0.5523 0.0722 0.0229 0.0351
C -0.3550 3.2813 -0.4618 -0.0244 0.0257 -0.3048
O -0.1459 2.6223 0.6710 0.0232 -0.0204 0.2577
C 0.3331 2.6638 -1.6903 -0.0513 0.0042 0.1164
C 1.5510 1.8219 -1.3019 0.0849 0.0765 0.0585
C 2.3835 1.4560 -2.5311 0.0291 0.0431 0.0161
C 1.5306 0.3359 -3.1731 -0.0025 -0.0349 -0.0154
C 0.3162 0.3195 -2.2556 -0.0601 0.1592 -0.0258
O 0.9357 0.5511 -0.9521 -0.0618 0.0498 -0.1218
C -0.5294 1.5990 -2.4606 0.0320 -0.1143 -0.0203
C -1.9811 1.3917 -2.0110 0.0905 0.2893 -0.2652
O -2.8971 1.5810 -2.7664 0.0046 -0.0441 0.0453
O -2.1372 0.9536 -0.7730 -0.0354 -0.1310 0.2944
H 0.5913 3.4881 -2.3515 -0.0194 0.0045 -0.0055
H 2.1054 2.1941 -0.4460 0.0008 -0.0066 -0.0036
H 2.5203 2.3194 -3.1812 -0.0033 -0.0114 -0.0087
H 3.3674 1.0931 -2.2400 -0.0089 -0.0094 0.0066
H 1.2563 0.5355 -4.2073 -0.0077 0.0053 0.0042
H 2.0401 -0.6252 -3.1295 0.0045 0.0098 -0.0055
H -0.2455 -0.6043 -2.2252 -0.0179 -0.0277 -0.0022
H -0.5825 1.8546 -3.5160 -0.0227 0.0032 -0.0003
F -1.7266 -2.1636 -1.5165 -0.0245 -0.0134 0.0490
C -1.7640 -2.9191 -0.4119 -0.0277 0.0682 -0.0496
F -1.8434 -4.1969 -0.7936 0.0275 -0.0002 -0.0145
F -2.8852 -2.6068 0.2404 -0.0084 -0.0052 -0.0122
C -0.5210 -2.6401 0.4864 0.0696 -0.1462 0.0726
O -0.4252 -1.3282 0.7841 -0.0107 -0.0496 0.0090
C 0.7838 -3.1078 -0.2373 0.0265 0.1045 -0.0170
F 1.8541 -2.6480 0.4157 0.0087 -0.0213 -0.0054
F 0.8896 -4.4346 -0.3251 0.0096 -0.0345 0.0079
F 0.8420 -2.6152 -1.4842 0.0013 -0.0192 0.0279
C -0.6655 -3.4378 1.8252 -0.0427 0.0284 0.0390
F 0.4234 -3.2474 2.5874 -0.0076 -0.0244 -0.0266
F -0.8303 -4.7492 1.6619 -0.0065 0.0159 -0.0072
F -1.7123 -2.9813 2.5264 0.0577 0.0183 0.0053
C -1.1364 2.1252 4.2654 0.0217 0.0073 -0.0227
Te -1.1154 0.1690 3.4214 -0.1205 0.1890 0.3678
C 1.0019 -0.0588 3.5425 -0.0356 -0.0326 0.0122
H -0.6550 2.8153 3.5776 -0.0015 -0.0052 -0.0089
H -0.6209 2.1025 5.2219 -0.0024 -0.0224 -0.0011
H -2.1729 2.4151 4.4174 -0.0053 -0.0072 -0.0208
H 1.2501 -0.5651 4.4704 0.0058 0.0077 0.0084
H 1.4508 0.9309 3.5139 0.0099 -0.0052 -0.0467
H 1.3162 -0.6598 2.6929 0.0196 -0.0016 0.0077

***

[2]
134
Properties=species:S:1:pos:R:3:forces:R:3 method="wB97M-V/def2-TZVPD" relative_energy_kcal_mol=50.1 lumo_energy_ha=0.109 charge=-2 e_homo_ha=-0.054 molar_mass_da=1251.91
Cs 1.2940 -0.9541 0.6911 0.0908 -0.7502 -3.1040
C -0.3877 4.9801 -5.5850 -0.0138 0.0288 0.0262
C 0.0808 3.8024 -6.3904 0.0227 -0.0492 0.0029
C -0.0651 3.7744 -7.7681 -0.0090 0.0021 0.0113
C 0.3581 2.6904 -8.5259 -0.0104 -0.0067 -0.0196
C 0.9223 1.6043 -7.8773 0.0223 -0.0389 -0.0079
C 1.0766 1.5980 -6.4996 -0.0077 -0.0007 -0.0194
C 0.6743 2.7002 -5.7427 -0.0357 0.0597 0.0055
N 0.8273 2.7737 -4.3592 0.1345 0.1235 -0.1237
C 1.2921 1.7099 -3.5290 0.0972 -0.1146 -0.3050
N 2.5344 1.3004 -3.8887 0.0514 0.1769 0.0211
C 3.3529 0.1890 -3.4667 -0.3720 0.2387 0.0537
C 2.8337 -0.7697 -2.5957 0.2281 -0.3294 0.1018
C 3.7805 -1.7757 -2.3136 -0.2023 -0.0384 0.0091
C 5.0717 -1.8321 -2.8265 0.1131 0.1247 -0.1023
C 5.5034 -0.8305 -3.6880 0.0027 -0.0648 0.0497
C 4.6412 0.2061 -4.0246 0.0895 -0.1120 0.0290
C 5.1143 1.2939 -4.9553 0.0361 0.0603 -0.0407
N 0.5804 1.2844 -2.5672 0.0262 -0.0693 0.4287
C -0.6845 1.8407 -2.3899 -0.2453 -0.0325 0.0142
C -1.8051 1.2069 -2.9400 0.0538 0.0123 -0.0624
C -3.0700 1.7462 -2.7956 -0.0430 -0.0273 0.0316
C -3.2454 2.9266 -2.0842 0.0244 0.0003 -0.0063
C -2.1442 3.5326 -1.5014 -0.0492 -0.0184 0.0486
C -0.8622 3.0067 -1.6262 0.0602 0.0196 0.0145
C 0.3042 3.6543 -0.9300 0.0690 0.1094 0.0055
H -0.7919 5.7549 -6.2359 0.0077 0.0049 -0.0064
H 0.4292 5.4101 -4.9999 0.0127 0.0010 0.0062
H -1.1745 4.7032 -4.8756 -0.0139 -0.0217 0.0029
H -0.5220 4.6288 -8.2558 -0.0062 0.0071 -0.0103
H 0.2365 2.6916 -9.6015 0.0044 0.0027 -0.0053
H 1.2447 0.7379 -8.4417 -0.0077 -0.0013 -0.0113
H 1.5005 0.7360 -6.0038 -0.0027 -0.0028 -0.0073
H 0.1084 3.3135 -3.8991 0.0292 -0.0260 -0.0112
H 2.9627 1.9289 -4.5476 -0.0534 -0.0461 0.0554
H 3.4907 -2.5898 -1.6442 -0.0046 -0.0197 0.0104
H 5.7515 -2.6390 -2.5636 0.0172 -0.0469 0.0191
H 6.5085 -0.8433 -4.0997 0.0135 -0.0115 0.0003
H 6.1527 1.1207 -5.2416 0.0050 -0.0062 -0.0087
H 5.0668 2.2853 -4.4911 0.0074 0.0029 0.0176
H 4.5267 1.3431 -5.8796 -0.0098 -0.0121 -0.0061
H -1.6472 0.2820 -3.4807 -0.0130 -0.0001 -0.0046
H -3.9234 1.2347 -3.2249 -0.0054 -0.0083 -0.0026
H -4.2339 3.3491 -1.9540 -0.0134 0.0062 0.0109
H -2.2769 4.4279 -0.9049 -0.0087 0.0224 0.0323
H 0.0178 3.9457 0.0815 -0.0107 -0.0278 -0.0427
H 0.6496 4.5503 -1.4576 0.0126 -0.0325 -0.0501
H 1.1439 2.9635 -0.8588 -0.0038 0.0035 0.0246
Se 5.2065 -5.8688 -0.5154 0.0453 0.1029 0.0341
N 4.5776 -4.3497 0.1577 -0.0647 0.0018 0.0019
C 5.5840 -3.5030 0.2017 -0.0554 0.0590 0.0504
C 5.4956 -2.1419 0.6529 0.0679 0.1163 0.0398
C 6.6114 -1.3831 0.6568 0.0825 -0.0271 -0.0649
C 7.8792 -1.8978 0.2044 -0.0848 0.0341 0.0238
C 8.0192 -3.1644 -0.2429 -0.0595 -0.0740 -0.0096
C 6.8636 -4.0192 -0.2590 0.0656 0.0101 -0.0271
N 6.8730 -5.2675 -0.6757 0.0616 -0.0230 -0.0275
H 4.5583 -1.7044 0.9585 -0.1605 -0.1488 0.0285
H 6.5420 -0.3533 0.9818 -0.0144 0.0035 0.0226
H 8.7350 -1.2340 0.2141 0.0046 -0.0045 0.0005
H 8.9628 -3.5556 -0.5982 -0.0008 -0.0018 -0.0014
C -1.1254 3.5056 3.6919 -0.0031 0.0052 -0.0225
C -1.9808 2.6132 2.7983 0.0171 -0.0384 0.0253
C -3.1042 3.4265 2.1666 -0.0038 0.0292 -0.0553
C -2.5681 1.4653 3.6241 -0.0107 0.0069 0.0291
N -1.0922 2.1317 1.7317 -0.0333 -0.0384 -0.0062
N -1.7271 1.1238 0.9403 0.1542 -0.0072 0.1723
H -1.7478 4.0277 4.4214 -0.0105 -0.0119 0.0150
H -0.5932 4.2442 3.0889 -0.0103 0.0231 -0.0097
H -0.3873 2.9159 4.2382 0.0359 -0.0235 -0.0052
H -3.8067 3.7634 2.9328 -0.0153 0.0058 0.0184
H -3.6423 2.8207 1.4373 0.0087 -0.0151 -0.0082
H -2.6949 4.2998 1.6535 0.0072 0.0127 0.0005
H -3.0501 1.8402 4.5310 -0.0261 0.0124 -0.0056
H -1.7811 0.7701 3.9255 0.0246 0.0031 0.0231
H -3.3109 0.9002 3.0606 -0.0151 -0.0179 -0.0430
H -0.2400 1.7681 2.1600 -0.0261 -0.0086 -0.0182
H -1.2445 1.0853 0.0493 -0.1388 0.0511 -0.0410
H -1.6507 0.2029 1.3743 0.0762 0.0019 -0.0692
C 2.2897 -5.5803 2.5843 -0.0231 -0.0637 -0.0347
C 1.6979 -4.4808 1.7378 0.0429 0.0809 -0.0444
C 1.0178 -4.8819 0.4530 0.0801 -0.0422 0.1321
O 1.8034 -3.3235 2.0698 0.1402 -0.4574 0.3994
H 1.5339 -6.3347 2.8118 -0.0053 0.0055 0.0179
H 2.7017 -5.1632 3.4996 0.0069 0.0052 0.0025
H 3.0843 -6.0710 2.0173 0.0022 -0.0087 -0.0084
H 0.6776 -5.9157 0.5147 -0.0579 0.0066 -0.1349
H 1.7604 -4.7974 -0.3452 0.0085 -0.0180 -0.0132
H 0.1882 -4.2163 0.2153 -0.0184 0.0194 0.0540
Cl -4.3510 0.0252 0.3170 -0.1192 -0.0564 0.0413
C -5.6668 -0.9940 -0.1335 0.0752 -0.0466 -0.0692
C -6.5839 -0.5202 -1.0603 0.0329 -0.0423 0.0455
C -7.5842 -1.3550 -1.5291 -0.0174 -0.0274 -0.0071
C -7.6659 -2.6624 -1.0799 -0.0191 0.0297 -0.0198
C -6.7561 -3.1119 -0.1369 -0.0672 0.0053 0.0450
Cl -6.8999 -4.7529 0.4206 0.0039 0.0023 0.0106
C -5.7463 -2.2996 0.3792 0.0137 0.0715 0.0585
N -4.8372 -2.8039 1.3257 -0.1417 0.0027 0.0429
C -4.6940 -2.1934 2.5736 -0.0738 -0.0834 -0.1873
C -5.7162 -1.4308 3.1383 0.0234 0.0058 -0.0140
C -5.5614 -0.8574 4.3915 -0.0132 0.0121 0.0150
C -4.3906 -1.0417 5.1080 -0.0164 -0.0016 -0.0101
C -3.3819 -1.8144 4.5480 0.0148 -0.0355 0.0185
C -3.5087 -2.4022 3.2982 -0.0292 0.0109 0.0607
C -2.4091 -3.2569 2.7306 0.0455 0.0026 0.0425
C -1.8220 -2.6701 1.4237 0.2129 -0.0938 0.3062
O -2.3095 -3.0906 0.3520 0.0686 -0.0286 -0.0997
O -0.8971 -1.8324 1.5582 -1.6464 -0.5012 0.5473
H -6.4798 0.4924 -1.4241 0.0011 0.0173 -0.0137
H -8.2925 -0.9909 -2.2617 -0.0127 0.0024 -0.0129
H -8.4259 -3.3376 -1.4461 -0.0191 0.0001 -0.0079
H -3.9622 -3.1495 0.8964 0.0140 0.1090 0.0009
H -6.6324 -1.2765 2.5824 -0.0306 0.0049 -0.0204
H -6.3636 -0.2552 4.8018 -0.0055 0.0021 0.0013
H -4.2497 -0.5858 6.0790 0.0008 0.0080 0.0135
H -2.4602 -1.9662 5.0980 0.0110 0.0029 0.0199
H -2.7852 -4.2616 2.5138 -0.0366 0.0127 0.0138
H -1.6147 -3.3305 3.4744 0.0467 -0.0158 -0.0651
O 4.3549 1.1520 2.9860 0.0586 0.0089 -0.0036
C 3.1662 0.9750 2.6858 0.1120 0.0882 0.1400
O 2.6349 0.8522 1.5554 1.2363 1.7599 1.1484
C 2.2005 0.8728 3.8744 0.1445 0.0516 0.0717
C 2.2505 1.8607 4.8584 -0.0673 -0.0586 0.0781
C 1.4109 1.8150 5.9565 0.0471 0.0098 -0.0920
C 0.5333 0.7480 6.0666 -0.1435 -0.0429 0.1979
C 0.4736 -0.2633 5.1244 0.0780 0.0318 -0.0703
C 1.3092 -0.1905 4.0209 -0.0354 0.0516 0.0449
N -0.3720 0.6905 7.2247 0.1041 0.0228 -0.1809
O -1.1263 -0.2589 7.3183 -0.0516 -0.0670 0.0214
O -0.3247 1.5987 8.0361 0.0055 0.0516 0.0671
H 2.9679 2.6624 4.7469 0.0161 -0.0040 0.0036
H 1.4197 2.5829 6.7153 -0.0041 0.0016 0.0109
H -0.2192 -1.0815 5.2471 -0.0205 -0.0073 0.0022
H 1.2546 -0.9815 3.2836 0.0194 0.0743 0.2884

***

[3]
13
Properties=species:S:1:pos:R:3:forces:R:3 method="wB97M-V/def2-TZVPD" relative_energy_kcal_mol=22.1 lumo_energy_ha=0.025 charge=0 e_homo_ha=-0.375 molar_mass_da=90.10
C 0.3389 -0.4768 1.2735 0.9625 -0.4691 -1.3611
C 0.2228 -0.3193 -0.2393 1.8550 1.1604 1.4147
C 0.3714 1.1817 -0.5309 -1.4164 0.1022 -0.4408
C -1.1241 -0.7989 -0.5466 -0.4070 -0.0995 -4.0558
H 1.3730 -0.1500 1.5410 -0.9978 -0.3559 0.2597
H -0.4561 0.2322 1.5462 0.3077 -0.7359 0.9946
H 0.1595 -1.5606 1.3885 0.0491 0.6116 1.1770
H 0.6574 1.7595 0.3554 -0.0468 -0.2579 -0.2062
H 1.1410 1.2350 -1.2577 0.6946 0.4841 -0.8090
H -0.5895 1.6025 -0.9374 1.0624 -0.3007 0.3647
H -1.2420 -1.4669 -1.4254 0.4712 -0.9359 0.5320
O -2.1094 -0.2090 -0.2404 -1.2290 0.5305 1.5959
F 1.2570 -1.0295 -0.9269 -1.3057 0.2661 0.5343

***

[4]
53
Properties=species:S:1:pos:R:3:forces:R:3 method="wB97M-V/def2-TZVPD" relative_energy_kcal_mol=190.3 lumo_energy_ha="0.001 / 0.000" charge=0 e_homo_ha="-0.158 / -0.120" molar_mass_da=518.97
P -2.5098 1.2411 -0.1446 -0.9062 0.8981 -3.4333
P -0.3733 -1.5766 -2.1137 -1.8012 2.7438 -1.6115
C -2.8475 0.1438 -1.6114 0.2878 -0.0146 -0.6576
C -2.1748 -1.2167 -1.6787 -1.8368 -1.2008 0.0182
H -2.6745 0.6792 -2.5633 0.3265 0.1687 0.8526
H -3.9486 -0.0226 -1.7410 0.6587 0.1532 0.9045
H -2.3325 -1.6270 -0.6449 0.4029 -0.5820 -0.8791
H -2.8071 -1.7603 -2.4284 0.1382 -0.1350 0.6478
C 0.2012 -1.5539 -3.8444 -0.2945 -0.4811 -1.7079
H 1.2369 -1.9718 -3.8757 -0.6397 0.2849 0.3268
H 0.2102 -0.5913 -4.3917 -0.0640 -0.4136 0.7229
H -0.4173 -2.2877 -4.4601 0.5537 0.8716 0.6835
C -0.4278 -3.3732 -1.9788 0.2454 -0.0277 0.7011
H -0.1137 -3.7670 -2.9545 -0.0219 -0.1835 0.5251
H -1.4628 -3.6734 -1.7742 0.4611 -0.2695 0.1838
H 0.3009 -3.6029 -1.1792 -0.6575 -0.6022 -0.4138
C -2.7695 2.8935 -0.8720 0.3112 0.2700 0.4181
H -2.7525 3.5427 0.0096 0.0919 0.3863 -0.2082
H -3.7659 2.9763 -1.3243 0.3085 -0.2954 0.1420
H -2.0228 3.1901 -1.6209 0.0179 -0.2314 0.2754
C -4.0045 1.2473 0.8269 -0.0769 -0.5367 1.2491
H -4.3709 0.2303 1.0099 0.0346 0.2733 0.1252
H -4.7778 1.8404 0.2997 0.5861 -0.3952 0.3005
H -3.7148 1.7227 1.7763 -0.5707 -0.0953 -0.0870
Hg -1.4944 1.6926 -4.2008 3.7995 1.3593 2.8331
C -3.4112 -0.4871 -4.9135 0.1280 -1.1310 -0.1918
C -2.3841 0.2695 -5.5071 -1.6500 -0.6575 -2.5958
C -2.6752 1.4992 -6.4798 0.9462 -1.1762 0.3897
C -3.6941 2.4716 -5.8504 1.0955 -0.2968 0.5279
C -3.7185 2.2878 -4.2845 -4.5610 1.9486 0.8297
C -4.7520 1.6245 -3.6053 1.6716 1.5465 -0.9001
C -5.5632 0.4773 -4.0600 -0.4919 -0.6531 -0.5895
C -4.8723 -0.4088 -5.1524 -0.9841 0.2914 1.0153
C -0.8541 1.2670 0.5848 0.6385 0.0038 -0.8458
H -3.1065 -1.4199 -4.4229 0.0988 0.2060 -0.3824
H -1.6042 -0.3872 -5.8763 0.6559 0.2177 -0.0050
H -2.8215 1.2021 -7.5240 -0.6361 0.0098 0.0742
H -1.7035 2.0384 -6.5146 -0.3896 -0.1457 -0.4123
H -3.2307 3.4798 -5.9354 -0.8605 -0.3935 -0.3887
H -4.6746 2.3962 -6.3568 0.3714 0.2355 0.6480
H -3.4406 3.2304 -3.7185 -0.2507 -0.9803 -0.8527
H -5.0916 2.0627 -2.6509 0.5259 -0.3408 -0.1955
H -6.5518 0.7978 -4.4349 -0.0248 0.1495 0.1237
H -5.7925 -0.1410 -3.1717 0.1184 0.0152 -0.3717
H -5.3054 -1.4196 -4.9693 0.1373 0.5008 -0.6593
H -5.1536 -0.0372 -6.1636 0.2234 -0.3145 0.5289
H -0.3174 0.3292 0.3587 -0.3207 0.4770 0.0378
H -0.7011 1.5273 1.6191 -0.5763 -0.0305 0.5844
H -0.3902 2.0984 0.0074 -0.0368 -0.6962 0.0765
O 2.2773 0.3394 -1.8172 0.1324 -1.7310 1.0435
C 2.0732 -0.6586 -1.1616 -0.3921 1.3593 -0.8821
O 0.8853 -1.3103 -1.1049 2.7039 -0.9220 1.6092
H 2.7413 -1.1938 -0.4655 0.3726 0.5625 -0.1271